[1]
{
  "formula": "C6H10N4O",
  "method": "the ωB97M-V functional and the def2-TZVPD basis",
  "elements": ["C", "C", "C", "C", "C", "C", "N", "N", "N", "N", "O", "H", "H", "H", "H", "H", "H", "H", "H", "H", "H"],
  "positions_angstrom": [[2.029, -1.036, 2.154], [1.354, 0.665, 0.145], [2.771, 0.685, 0.644], [1.052, 1.679, -0.834], [-1.758, -1.272, -0.337], [-0.144, 2.256, -0.975], [2.971, -0.222, 1.735], [0.477, -0.191, 0.575], [0.847, -1.040, 1.571], [-2.211, -0.736, -1.393], [3.654, 1.356, 0.231], [2.214, -1.718, 2.981], [1.913, 2.039, -1.386], [-2.107, -0.934, 0.635], [-0.979, 1.991, -0.344], [-1.091, -2.120, -0.409], [-0.287, 3.065, -1.672], [3.895, -0.202, 2.172], [0.119, -1.670, 1.898], [-2.885, 0.034, -1.372], [-1.942, -1.060, -2.328]],
  "nbo_charge": [0.38, 0.19, 0.61, -0.29, 0.16, -0.22, -0.53, -0.26, -0.34, -0.58, -0.40, 0.28, 0.28, 0.24, 0.19, 0.23, 0.25, 0.48, 0.44, 0.45, 0.46],
  "relative_energy_kcal_mol": 0.00,
  "e_homo_ha": -0.640,
  "charge": 2
}

***

[2]
{
  "formula": "C37H30N9O2Yb",
  "method": "the ωB97M-V functional and the def2-TZVPD basis",
  "elements": ["Yb", "O", "C", "C", "C", "C", "C", "C", "C", "N", "C", "C", "N", "C", "C", "C", "C", "C", "C", "C", "O", "H", "H", "H", "H", "H", "H", "H", "H", "H", "H", "H", "H", "H", "H", "C", "C", "C", "C", "N", "C", "N", "C", "N", "C", "N", "C", "C", "C", "C", "C", "N", "C", "C", "C", "C", "C", "C", "H", "H", "H", "H", "H", "H", "H", "H", "H", "H", "H", "H", "N", "C", "C", "C", "N", "H", "H", "H", "H"],
  "positions_angstrom": [[-15.860, -5.080, 4.585], [-13.678, -4.830, 4.328], [-12.807, -4.111, 3.777], [-11.895, -4.694, 2.799], [-10.714, -4.032, 2.460], [-10.364, -2.806, 2.993], [-11.288, -2.116, 3.781], [-12.501, -2.712, 4.129], [-13.437, -1.942, 4.903], [-14.688, -2.289, 5.113], [-15.282, -1.506, 6.205], [-15.624, -2.376, 7.452], [-16.507, -3.520, 7.030], [-16.891, -4.099, 8.128], [-17.808, -5.202, 8.181], [-18.216, -5.620, 9.415], [-19.238, -6.558, 9.499], [-19.817, -7.173, 8.386], [-19.338, -6.952, 7.163], [-18.308, -5.907, 7.004], [-17.924, -5.596, 5.861], [-12.084, -5.706, 2.433], [-9.998, -4.594, 1.745], [-9.363, -2.467, 3.070], [-11.090, -1.160, 4.298], [-13.048, -0.938, 5.261], [-16.295, -1.041, 5.924], [-14.591, -0.746, 6.499], [-16.241, -1.653, 8.087], [-14.724, -2.688, 8.009], [-16.644, -3.805, 9.160], [-17.769, -5.145, 10.283], [-19.548, -6.957, 10.472], [-20.662, -7.859, 8.618], [-19.669, -7.489, 6.292], [-12.552, -5.770, 8.734], [-13.084, -6.905, 9.446], [-13.919, -7.759, 8.825], [-14.471, -7.387, 7.539], [-14.108, -6.217, 6.966], [-13.109, -5.522, 7.470], [-15.349, -8.249, 7.075], [-15.898, -8.354, 5.882], [-15.866, -7.566, 4.773], [-16.711, -8.153, 3.834], [-16.812, -7.991, 2.526], [-16.083, -7.142, 1.753], [-15.926, -7.418, 0.367], [-15.346, -6.487, -0.486], [-14.802, -5.360, 0.062], [-14.926, -5.164, 1.431], [-15.608, -5.954, 2.268], [-17.389, -9.324, 4.437], [-18.280, -10.284, 3.911], [-18.574, -11.336, 4.734], [-18.012, -11.515, 5.987], [-17.025, -10.696, 6.443], [-16.815, -9.489, 5.709], [-11.806, -5.113, 9.097], [-12.856, -7.046, 10.502], [-14.346, -8.615, 9.353], [-12.742, -4.697, 6.843], [-16.376, -8.331, 0.016], [-15.212, -6.693, -1.535], [-14.277, -4.652, -0.580], [-14.425, -4.254, 1.911], [-18.552, -10.319, 2.860], [-19.257, -12.130, 4.335], [-18.203, -12.479, 6.452], [-16.550, -10.811, 7.410], [-16.803, -2.523, 3.177], [-17.415, -1.728, 2.214], [-18.476, -2.422, 1.717], [-18.555, -3.639, 2.486], [-17.497, -3.747, 3.334], [-16.029, -2.291, 3.842], [-17.084, -0.682, 2.117], [-19.148, -2.056, 0.941], [-19.337, -4.383, 2.465]],
  "mulliken_spin": [1.01, 0.00, 0.00, 0.00, 0.00, 0.00, 0.00, 0.00, 0.00, 0.00, 0.00, 0.00, 0.00, 0.00, 0.00, 0.00, 0.00, 0.00, 0.00, 0.00, 0.00, 0.00, 0.00, 0.00, 0.00, 0.00, 0.00, 0.00, 0.00, 0.00, 0.00, 0.00, 0.00, 0.00, 0.00, 0.00, 0.00, 0.00, 0.00, 0.00, 0.00, 0.00, 0.00, 0.00, 0.00, 0.00, 0.00, 0.00, 0.00, 0.00, 0.00, 0.00, 0.00, 0.00, 0.00, 0.00, 0.00, 0.00, 0.00, 0.00, 0.00, 0.00, 0.00, 0.00, 0.00, 0.00, 0.00, 0.00, 0.00, 0.00, 0.00, 0.00, 0.00, 0.00, 0.00, 0.00, 0.00, 0.00, 0.00],
  "relative_energy_kcal_mol": 32.21,
  "e_homo_ha": -0.246,
  "charge": 0,
  "multiplicity": 2,
  "s2": 0.75
}

***

[3]
{
  "formula": "C14H30Br3S",
  "method": "the ωB97M-V functional and the def2-TZVPD basis",
  "elements": ["C", "C", "C", "C", "C", "C", "C", "C", "C", "C", "C", "C", "C", "S", "H", "H", "H", "H", "H", "H", "H", "H", "H", "H", "H", "H", "H", "H", "H", "H", "H", "H", "H", "H", "H", "H", "H", "H", "H", "H", "H", "H", "H", "C", "Br", "Br", "Br", "H"],
  "positions_angstrom": [[3.249, -0.372, 1.428], [3.833, -0.305, 0.016], [2.750, -0.143, -1.072], [3.001, 1.003, -2.061], [2.521, 2.400, -1.638], [1.113, 2.466, -1.020], [1.123, 3.032, 0.404], [-0.240, 3.492, 0.934], [-1.096, 2.340, 1.463], [-1.693, 1.455, 0.349], [-3.028, 0.791, 0.735], [-2.835, -0.695, 1.055], [-2.444, -1.464, -0.216], [-1.365, -2.889, 0.096], [2.668, 0.536, 1.614], [4.030, -0.392, 2.186], [2.560, -1.211, 1.536], [4.331, -1.262, -0.152], [4.601, 0.465, -0.049], [1.773, -0.080, -0.582], [2.729, -1.066, -1.659], [4.086, 1.064, -2.181], [2.619, 0.742, -3.049], [2.529, 3.026, -2.531], [3.240, 2.866, -0.962], [0.608, 1.504, -1.079], [0.511, 3.166, -1.606], [1.789, 3.897, 0.396], [1.550, 2.329, 1.125], [-0.804, 4.041, 0.177], [-0.056, 4.172, 1.767], [-0.541, 1.742, 2.190], [-1.944, 2.775, 2.001], [-0.955, 0.683, 0.114], [-1.817, 2.090, -0.527], [-3.464, 1.294, 1.596], [-3.736, 0.888, -0.090], [-2.063, -0.780, 1.822], [-3.760, -1.130, 1.433], [-1.868, -0.825, -0.885], [-3.304, -1.825, -0.775], [-0.166, -2.585, -0.431], [-1.175, -2.936, 1.424], [-3.692, -6.943, -0.604], [-2.841, -5.282, -1.146], [-5.083, -6.600, 0.671], [-4.315, -7.947, -2.108], [-2.929, -7.527, -0.110]],
  "nbo_charge": [-0.60, -0.41, -0.39, -0.40, -0.40, -0.41, -0.39, -0.39, -0.39, -0.40, -0.40, -0.41, -0.52, 0.44, 0.19, 0.22, 0.18, 0.20, 0.21, 0.17, 0.20, 0.21, 0.20, 0.22, 0.20, 0.18, 0.20, 0.21, 0.19, 0.20, 0.22, 0.20, 0.20, 0.17, 0.22, 0.23, 0.21, 0.21, 0.24, 0.27, 0.27, 0.21, 0.21, -0.50, 0.02, 0.12, 0.14, 0.23],
  "e_homo_ha": -0.473,
  "charge": 1
}

***

[4]
{
  "formula": "C4H9NO2",
  "method": "the ωB97M-V functional and the def2-TZVPD basis",
  "elements": ["C", "O", "C", "C", "N", "O", "C", "H", "H", "H", "H", "H", "H", "H", "H", "H"],
  "positions_angstrom": [[-0.127, -1.796, 0.826], [-0.446, 0.091, 1.188], [0.757, 0.852, 0.946], [-0.067, 0.560, -0.225], [0.205, -0.562, -0.989], [1.622, -0.794, -1.016], [-1.085, 1.533, -0.760], [-0.215, -1.851, 1.911], [-0.986, -2.200, 0.306], [0.839, -2.114, 0.442], [1.688, 0.303, 1.059], [0.732, 1.834, 1.415], [1.773, -0.991, -1.947], [-0.639, 2.103, -1.581], [-1.436, 2.228, 0.008], [-1.935, 0.974, -1.161]],
  "nbo_charge": [-0.26, -0.48, -0.12, 0.31, -0.34, -0.64, -0.62, 0.18, 0.21, 0.21, 0.22, 0.20, 0.47, 0.22, 0.21, 0.23],
  "relative_energy_kcal_mol": 176.42,
  "e_homo_ha": [-0.279, -0.279],
  "charge": 0
}

***

[5]
{
  "formula": "C3H5NS",
  "method": "the ωB97M-V functional and the def2-TZVPD basis",
  "elements": ["S", "C", "N", "C", "C", "H", "H", "H", "H", "H"],
  "positions_angstrom": [[2.951, -0.031, -0.268], [1.412, -0.005, 0.185], [0.332, -0.072, -0.713], [-0.708, 0.759, -0.152], [-0.879, -0.691, -0.139], [1.194, -0.039, 1.205], [-0.584, 1.249, 0.794], [-1.210, 1.213, -0.900], [-0.915, -1.267, 0.817], [-1.593, -1.116, -0.828]],
  "nbo_charge": [0.06, -0.11, -0.43, -0.25, -0.26, 0.16, 0.20, 0.21, 0.20, 0.21],
  "smiles": "S=CN1CC1",
  "relative_energy_kcal_mol": 46.01,
  "e_homo_ha": -0.324,
  "charge": 0
}

***

[6]
{
  "formula": "C4H7NO",
  "method": "the ωB97M-V functional and the def2-TZVPD basis",
  "elements": ["C", "N", "O", "C", "C", "C", "H", "H", "H", "H", "H", "H", "H"],
  "positions_angstrom": [[0.882, -0.151, -1.198], [1.023, 1.105, -1.147], [0.236, 1.745, -0.191], [-0.124, 0.831, 0.871], [-0.864, -0.160, 0.508], [-0.059, -1.091, -0.346], [1.852, -0.551, -1.864], [-0.655, 1.540, 1.560], [0.842, 0.585, 1.134], [-1.698, 0.265, 0.092], [-1.433, -0.655, 1.337], [0.596, -1.607, 0.260], [-0.599, -1.856, -1.016]],
  "nbo_charge": [0.01, -0.12, -0.38, -0.09, -0.47, -0.45, 0.21, 0.21, 0.18, 0.23, 0.23, 0.22, 0.24],
  "smiles": "C1=NOCCC1",
  "relative_energy_kcal_mol": 112.53,
  "e_homo_ha": -0.345,
  "charge": 0
}

***

[7]
{
  "formula": "H2NO3PS",
  "method": "the ωB97M-V functional and the def2-TZVPD basis",
  "elements": ["N", "O", "O", "O", "P", "S", "H", "H"],
  "positions_angstrom": [[-0.966, -0.100, -0.990], [2.069, -0.189, -1.068], [0.996, -1.052, 1.007], [1.542, 1.484, 0.733], [1.254, 0.100, 0.115], [-2.302, -0.024, 0.162], [-0.689, -1.104, -0.998], [-1.903, 0.884, 1.040]],
  "nbo_charge": [-1.17, -1.21, -1.21, -1.21, 2.46, -0.05, 0.33, 0.07],
  "relative_energy_kcal_mol": 35.70,
  "e_homo_ha": 0.023,
  "charge": -2
}

***

[8]
{
  "formula": "C4H10BrPS2",
  "method": "the ωB97M-V functional and the def2-TZVPD basis",
  "elements": ["C", "C", "C", "C", "P", "S", "S", "Br", "H", "H", "H", "H", "H", "H", "H", "H", "H", "H"],
  "positions_angstrom": [[-2.532, 2.525, -0.882], [3.405, -1.499, 0.950], [-1.978, 1.296, -0.327], [2.378, -2.458, 0.447], [0.224, -0.507, 0.062], [-0.734, 0.498, -1.457], [1.462, -1.815, -0.941], [-6.015, 0.669, -0.073], [-2.541, 3.299, -0.144], [-1.715, 2.888, -1.531], [-3.419, 2.468, -1.535], [3.003, -0.733, 1.574], [4.198, -1.910, 1.683], [3.915, -0.833, 0.133], [-2.761, 0.535, 0.087], [-1.315, 1.608, 0.623], [1.589, -2.656, 1.116], [2.837, -3.375, 0.215]],
  "nbo_charge": [-0.66, -0.64, -0.51, -0.54, 0.19, -0.05, -0.02, -0.01, 0.23, 0.22, 0.23, 0.22, 0.22, 0.22, 0.22, 0.22, 0.22, 0.23],
  "relative_energy_kcal_mol": 69.23,
  "e_homo_ha": [-0.330, -0.251],
  "charge": 0
}